{
  "formula": "C24H38Br12N5O3P2S",
  "method": "ωB97M-V/def2-TZVPD",
  "homo_lumo_gap_ev": 7.24,
  "total_charge": 1,
  "energy_ev": -909008.06510,
  "homo_energy_ev": -10.89,
  "largest_force_ev_per_a": 5.986,
  "multiplicity": 1,
  "species": ["C", "C", "Br", "C", "Br", "N", "C", "N", "P", "O", "P", "C", "O", "N", "C", "C", "C", "O", "N", "C", "S", "C", "C", "C", "C", "N", "C", "H", "H", "H", "H", "H", "H", "H", "H", "H", "H", "H", "H", "H", "H", "H", "H", "H", "H", "Br", "C", "C", "Br", "H", "H", "H", "H", "Br", "C", "C", "Br", "H", "H", "H", "H", "Br", "C", "C", "Br", "H", "H", "H", "H", "Br", "C", "C", "Br", "H", "H", "H", "H", "Br", "C", "C", "Br", "H", "H", "H", "H"],
  "coordinates": [[1.962, -0.707, 3.665], [1.291, 0.643, 3.762], [1.388, 1.471, 5.468], [0.663, 1.222, 2.740], [0.581, 0.206, 1.120], [0.045, 2.508, 2.835], [-0.751, 2.868, 1.699], [-0.189, 3.596, 0.664], [-0.174, 2.819, -0.911], [-0.720, 3.642, -1.994], [-0.834, 5.296, 0.468], [-1.678, 5.827, 2.017], [0.535, 6.232, 0.437], [-1.998, 2.519, 1.766], [-2.598, 1.788, 2.886], [-3.115, 2.825, 3.924], [-4.058, 2.239, 5.023], [-4.473, 3.070, 3.905], [-2.880, 2.886, 0.723], [-3.245, 1.939, 0.003], [-3.532, 0.875, -1.052], [0.984, 3.588, 3.094], [2.257, 3.663, 2.528], [3.031, 4.773, 2.830], [2.491, 5.735, 3.684], [1.303, 5.673, 4.270], [0.591, 4.597, 3.955], [2.615, -0.780, 2.793], [1.226, -1.515, 3.651], [2.593, -0.860, 4.543], [-0.773, 1.553, -0.858], [1.197, 2.602, -1.174], [-1.862, 5.054, 2.762], [-1.048, 6.585, 2.503], [-2.587, 6.347, 1.714], [1.255, 5.643, 0.170], [-3.532, 1.280, 2.619], [-1.911, 1.136, 3.420], [-2.430, 3.620, 4.216], [-3.665, 2.784, 5.873], [-3.865, 1.197, 4.799], [2.611, 2.875, 1.868], [4.018, 4.924, 2.413], [3.096, 6.615, 3.890], [-0.400, 4.516, 4.403], [-0.485, -0.727, -2.597], [1.019, -1.789, -3.252], [2.005, -2.063, -2.154], [3.089, -0.488, -1.774], [1.449, -1.246, -4.088], [0.580, -2.716, -3.613], [2.715, -2.836, -2.453], [1.532, -2.354, -1.221], [-3.078, -2.481, 2.723], [-4.456, -1.795, 3.916], [-5.741, -1.523, 3.181], [-5.629, 0.116, 2.132], [-4.045, -0.912, 4.391], [-4.602, -2.571, 4.664], [-6.555, -1.359, 3.884], [-6.015, -2.315, 2.493], [-0.729, -4.885, -5.074], [0.767, -5.950, -5.751], [1.757, -6.188, -4.633], [2.827, -4.598, -4.260], [1.195, -5.413, -6.589], [0.360, -6.887, -6.090], [2.477, -6.952, -4.920], [1.283, -6.473, -3.700], [-1.375, -5.947, -7.243], [-1.923, -7.075, -8.775], [-3.196, -6.572, -9.403], [-4.750, -7.032, -8.323], [-2.008, -8.092, -8.403], [-1.102, -7.020, -9.489], [-3.368, -7.048, -10.366], [-3.208, -5.494, -9.529], [5.935, -0.611, 1.618], [6.583, -0.200, -0.172], [7.242, -1.393, -0.809], [9.022, -1.693, -0.089], [7.247, 0.653, -0.077], [5.700, 0.091, -0.735], [7.388, -1.222, -1.873], [6.683, -2.312, -0.663]]
}